1.
The following is a quantum chemistry calculation of a molecular structure, C25H30N10OPbS in a non-equilibrium geometry, from the Open Molecules 2025 dataset.

The geometry in XYZ format:
```
68
Properties=species:S:1:pos:R:3
Pb 0.184 -1.080 0.434
C 2.025 -1.720 -3.334
N 1.064 -0.678 -2.897
C -0.367 -0.979 -3.230
C 1.492 0.657 -2.932
C 2.623 1.026 -3.699
C 2.863 2.362 -4.035
C 1.992 3.363 -3.526
C 0.997 3.043 -2.631
C 0.740 1.683 -2.201
N -0.236 1.321 -1.325
C -0.712 2.281 -0.458
C 0.089 3.177 0.293
C -0.441 3.960 1.313
C -1.840 3.963 1.574
C -2.623 3.082 0.885
C -2.102 2.190 -0.072
N -2.899 1.183 -0.564
C -3.930 0.644 0.350
C -3.335 1.262 -1.962
H 1.637 -2.737 -3.131
H 2.981 -1.616 -2.811
H 2.245 -1.625 -4.403
H -0.738 -0.569 -4.190
H -0.476 -2.063 -3.209
H -0.962 -0.556 -2.416
H 3.248 0.242 -4.123
H 3.711 2.623 -4.655
H 2.179 4.408 -3.783
H 0.413 3.825 -2.119
H 1.163 3.257 0.087
H 0.178 4.557 1.945
H -2.245 4.608 2.342
H -3.721 3.066 1.031
H -3.500 0.555 1.359
H -4.274 -0.339 0.028
H -4.816 1.308 0.414
H -3.957 2.148 -2.139
H -2.460 1.289 -2.623
H -3.904 0.336 -2.194
N -0.852 -5.232 2.288
C -0.147 -4.561 1.375
N -0.341 -3.239 1.562
C -1.162 -3.178 2.651
N -1.496 -4.367 3.144
C -1.629 -1.943 3.279
C -2.542 -2.113 4.318
N -2.964 -1.116 5.021
C -2.575 0.115 4.620
C -1.643 0.275 3.590
N -1.149 -0.773 2.894
H -0.898 -6.242 2.381
H 0.421 -5.019 0.596
H -2.936 -3.107 4.533
H -2.967 0.960 5.170
H -1.271 1.264 3.369
S 2.399 2.949 3.240
C 2.028 1.543 2.533
N 1.733 0.547 1.934
C 4.165 -1.348 1.078
C 3.437 -2.337 0.261
N 4.160 -3.319 -0.310
O 2.196 -2.308 0.054
H 5.224 -1.536 1.085
H 3.764 -1.491 2.085
H 3.942 -0.331 0.760
H 5.156 -3.454 -0.158
H 3.660 -4.098 -0.741
```

spin multiplicity: 1
max |F|: 2.2 eV Å⁻¹
energy above the lowest of the compared OMol25 structures with the same formula, charge and spin: 0.0 kcal per mole
total charge: +2
LUMO level (alpha / beta): -8.20 / -7.89 eV



2.
The following is a quantum chemistry calculation of a single C3H3F2IO molecule in a non-equilibrium geometry, from the Open Molecules 2025 dataset.

The geometry in XYZ format:
```
10
Properties=species:S:1:pos:R:3
C 0.598 -0.681 0.255
C -0.238 0.384 -0.249
C 2.936 1.275 -0.084
O 1.555 -1.230 -0.343
F 2.910 1.950 -1.226
F 2.892 2.070 1.002
I 3.740 -0.555 0.045
H 0.290 -1.031 1.266
H -0.094 0.826 -1.246
H -1.050 0.463 0.490
```

<S²>: 2.04
spin multiplicity: 3
max |F|: 4.0 eV Å⁻¹
energy above the lowest of the compared OMol25 structures with the same formula, charge and spin: 6.6 kcal per mole
LUMO level (alpha / beta): 0.46 / -2.07 eV



3.
The following is a quantum chemistry calculation of 12 unconnected molecules or ions with the total composition C12H12Cl36 in a non-equilibrium geometry, from the Open Molecules 2025 dataset.

The geometry in XYZ format:
```
60
Properties=species:S:1:pos:R:3
C 4.862 17.424 -2.986
Cl 5.294 16.338 -4.325
Cl 3.727 16.628 -1.870
Cl 4.044 19.047 -3.283
H 5.806 17.503 -2.446
C 1.823 14.808 -4.699
Cl 0.727 14.740 -6.113
Cl 2.969 13.400 -4.678
Cl 0.909 14.842 -3.200
H 2.331 15.761 -4.843
C 2.886 10.455 -8.814
Cl 3.396 8.740 -9.187
Cl 4.001 11.550 -9.660
Cl 2.992 10.845 -7.087
H 1.876 10.629 -9.187
C -1.259 9.834 0.867
Cl -2.288 9.087 2.126
Cl -0.991 11.549 1.352
Cl -1.923 9.762 -0.798
H -0.284 9.350 0.910
C -1.791 12.574 -5.061
Cl -0.429 11.438 -5.343
Cl -2.838 11.858 -3.740
Cl -2.775 12.825 -6.510
H -1.372 13.554 -4.830
C 3.695 6.985 -4.850
Cl 3.563 5.797 -3.533
Cl 3.515 6.271 -6.474
Cl 5.236 7.859 -4.746
H 2.830 7.625 -4.678
C 3.013 10.163 4.445
Cl 3.415 9.471 5.984
Cl 1.267 10.453 4.240
Cl 3.589 9.194 3.044
H 3.462 11.152 4.359
C 7.040 12.699 -0.490
Cl 6.979 11.993 -2.073
Cl 6.605 11.393 0.670
Cl 5.815 14.043 -0.367
H 8.037 13.064 -0.243
C 3.049 14.478 2.646
Cl 4.493 13.532 2.801
Cl 1.596 13.541 2.913
Cl 2.974 15.374 1.109
H 3.102 15.254 3.409
C 6.296 12.858 -7.096
Cl 6.156 12.298 -5.419
Cl 6.982 11.652 -8.198
Cl 7.259 14.284 -7.115
H 5.278 13.165 -7.336
C 3.835 7.831 -0.114
Cl 3.422 6.335 0.781
Cl 2.398 8.072 -1.120
Cl 5.414 7.674 -0.974
H 3.889 8.630 0.626
C 2.545 11.769 -1.339
Cl 0.850 11.479 -1.725
Cl 3.433 10.914 -2.627
Cl 2.971 11.277 0.271
H 2.759 12.829 -1.471
```

spin multiplicity: 1
max |F|: 1.9 eV Å⁻¹
energy above the lowest of the compared OMol25 structures with the same formula, charge and spin: 5.7 kcal per mole
LUMO level: 0.04 eV



4.
The following is a quantum chemistry calculation of a molecular structure, C4Cl2 in a non-equilibrium geometry, from the Open Molecules 2025 dataset.

The geometry in XYZ format:
```
6
Properties=species:S:1:pos:R:3
C 0.417 1.186 0.584
C -0.403 1.187 -0.647
C -0.671 -0.127 -0.174
C 0.655 -0.186 0.268
Cl -2.045 -1.034 0.045
Cl 2.047 -1.026 -0.076
```

spin multiplicity: 1
max |F|: 1.8 eV Å⁻¹
energy above the lowest of the compared OMol25 structures with the same formula, charge and spin: 51.7 kcal per mole
LUMO level: -0.24 eV



5.
The following is a quantum chemistry calculation of a molecular structure, C4H22BO19 in a non-equilibrium geometry, from the Open Molecules 2025 dataset.

The geometry in XYZ format:
```
46
Properties=species:S:1:pos:R:3
O -0.347 -2.418 1.583
C 0.041 -1.257 1.677
O -0.655 -0.288 1.287
B 0.320 0.796 1.121
O 1.581 0.280 1.642
C 1.312 -0.837 2.073
O 2.179 -1.605 2.423
O -0.096 2.033 1.822
C -0.341 2.855 0.973
O -1.187 3.692 1.137
C 0.061 2.449 -0.262
O 0.491 1.275 -0.236
O 0.080 3.086 -1.306
O -1.929 2.410 -3.422
H -1.133 2.884 -3.270
H -2.079 2.018 -2.571
O -1.447 0.137 -1.749
H -1.021 -0.285 -1.000
H -0.704 0.481 -2.315
O -0.608 5.503 -2.436
H -1.408 6.026 -2.483
H -0.695 5.043 -1.615
O -3.183 -1.454 0.118
H -2.816 -0.827 -0.549
H -2.678 -1.139 0.929
O 2.090 3.209 -3.456
H 1.395 3.246 -2.809
H 2.638 3.931 -3.300
O 2.567 -4.288 2.392
H 1.661 -4.303 2.659
H 2.819 -3.440 2.598
O -3.425 4.656 0.435
H -3.494 3.811 -0.018
H -2.534 4.549 0.814
O 1.808 -4.118 -0.189
H 2.069 -4.064 0.786
H 1.183 -3.421 -0.420
O -1.558 -4.418 0.003
H -0.975 -4.567 -0.716
H -1.163 -3.625 0.363
O 3.976 -1.956 -0.752
H 3.946 -1.715 0.194
H 3.899 -1.094 -1.176
O -0.098 -4.763 2.887
H -0.317 -4.481 3.764
H -0.230 -4.004 2.350
```

spin multiplicity: 1
max |F|: 8.9 eV Å⁻¹
energy above the lowest of the compared OMol25 structures with the same formula, charge and spin: 86.0 kcal per mole
total charge: -1
LUMO level: 1.14 eV



6.
The following is a quantum chemistry calculation of a molecular structure, C35H50NO17 in a non-equilibrium geometry, from the Open Molecules 2025 dataset.

The geometry in XYZ format:
```
103
Properties=species:S:1:pos:R:3
C -0.200 0.355 -1.172
N 1.099 0.059 -1.744
C 1.348 -1.426 -1.599
C 1.024 0.312 -3.216
C 2.125 0.905 -1.076
C 3.590 0.637 -1.436
O 4.372 1.675 -0.853
H -1.098 -0.320 -1.409
H -0.606 1.215 -1.311
H -0.501 0.446 -0.110
H 1.578 -1.819 -0.527
H 2.303 -1.769 -2.110
H 0.706 -2.059 -2.145
H 0.418 -0.320 -3.855
H 1.862 0.286 -3.897
H 0.943 1.384 -3.166
H 1.986 1.099 0.085
H 2.045 2.054 -1.391
H 3.843 0.358 -2.490
H 3.831 -0.340 -1.177
H 5.226 1.806 -1.076
C -2.421 6.574 0.531
C -2.158 5.143 -0.144
C -1.040 4.981 -1.270
O -0.771 3.933 -1.816
C -0.279 6.241 -1.488
C -0.441 7.493 -0.750
C -1.525 7.649 0.262
O -1.547 8.757 0.900
O 0.575 8.474 -0.677
O -2.992 4.101 0.097
H -3.218 6.727 1.168
H 0.542 6.195 -2.028
H 1.236 8.512 -1.367
H -2.843 3.422 -0.512
C -1.482 -4.978 -2.081
C -1.973 -6.394 -1.878
C -3.191 -6.907 -2.531
O -3.598 -8.029 -2.311
C -4.004 -5.950 -3.216
C -3.415 -4.602 -3.611
C -2.240 -4.020 -2.931
O -1.856 -2.914 -3.226
O -3.929 -3.884 -4.690
O -1.344 -7.249 -1.087
H -0.610 -4.613 -1.709
H -4.965 -6.330 -3.557
H -4.658 -4.297 -5.184
H -1.704 -8.006 -1.484
C -3.161 -3.772 0.490
C -3.473 -5.242 0.983
C -2.484 -5.932 1.798
O -2.745 -7.012 2.243
C -1.241 -5.387 1.961
C -0.834 -4.091 1.322
C -1.822 -3.182 0.731
O -1.576 -2.036 0.368
O 0.477 -3.766 1.028
O -4.703 -5.746 0.659
H -3.872 -3.206 0.052
H -0.360 -6.109 2.188
H 1.119 -4.015 1.491
H -4.665 -6.583 0.776
C 0.004 -1.296 4.005
C 0.829 -0.325 3.177
O 1.281 -0.657 2.064
C 1.028 1.155 3.637
H -0.972 -1.009 4.375
H 0.404 -1.460 4.984
H -0.137 -2.346 3.495
H 1.447 0.761 4.845
H -0.054 1.640 3.737
H 1.631 1.623 2.883
C 1.214 4.857 1.804
C 0.044 3.895 1.803
O -0.022 2.939 1.106
C -1.064 4.179 2.898
H 0.826 5.903 1.729
H 1.872 4.595 1.083
H 1.755 4.965 2.649
H -2.091 3.891 2.650
H -1.127 5.365 2.949
H -0.743 3.755 3.762
C 8.975 0.318 -2.456
C 7.751 0.131 -1.587
O 6.608 0.450 -2.006
C 7.850 -0.726 -0.247
H 8.750 0.685 -3.352
H 9.517 -0.647 -2.322
H 9.477 1.289 -1.926
H 7.807 -1.656 -0.574
H 7.096 -0.641 0.510
H 8.604 -0.379 0.290
C -4.976 1.718 1.611
C -4.044 1.034 2.621
O -4.253 1.078 3.785
C -2.790 0.494 2.068
H -5.968 1.021 1.556
H -4.476 1.848 0.741
H -5.272 2.603 1.929
H -2.614 -0.661 2.539
H -1.943 0.960 2.338
H -2.927 0.164 1.023
```

spin multiplicity: 1
max |F|: 12.7 eV Å⁻¹
energy above the lowest of the compared OMol25 structures with the same formula, charge and spin: 97.3 kcal per mole
total charge: +1
LUMO level: -4.28 eV



| no. | electronic energy (eV) |
| --- | --- |
| 1 | -59428.1033 |
| 2 | -18736.8738 |
| 3 | -463444.7838 |
| 4 | -29186.0464 |
| 5 | -44090.1874 |
| 6 | -73377.7058 |